(1)
Here is a cluster of 2 separate species, C6H13N2 in total in a non-equilibrium geometry from the Open Molecules 2025 dataset. Energies are from ωB97M-V/def2-TZVPD.

Each line ends with the natural charge from an NBO analysis.
Atoms and positions in Å:
C 2.477 0.245 -0.243  -0.421
C -0.707 1.107 2.112  -0.048
C 1.331 0.358 -0.803  0.529
C -0.072 -0.993 -2.280  -0.440
C -0.798 1.186 -1.192  -0.410
C -0.673 -1.241 1.966  -0.453
N 0.273 0.171 -1.424  -0.299
N -0.392 0.050 1.443  -0.459
H 2.467 -0.043 0.728  0.271
H 3.453 0.524 -0.554  0.285
H -1.082 0.908 3.086  0.176
H -0.423 2.042 1.685  0.180
H 0.114 -0.635 -3.364  0.243
H 0.415 -1.945 -2.227  0.257
H -1.090 -1.317 -2.183  0.244
H -0.989 1.814 -2.059  0.240
H -1.672 0.747 -0.715  0.250
H -0.448 1.791 -0.362  0.231
H -0.876 -1.916 1.174  0.202
H -1.516 -1.271 2.628  0.199
H 0.209 -1.582 2.585  0.221

Calculated values
E_tot = -9402.8585 eV
total charge = +1
orbital gap = 9.9 eV
highest occupied orbital energy = -13.51 eV

=====

(2)
Here is the ion C6H13N2O2 with charge +1 in a non-equilibrium geometry from the Open Molecules 2025 dataset. Energies are from ωB97M-V/def2-TZVPD.

Each line ends with the natural charge from an NBO analysis.
Atoms and positions in Å:
C 1.242 0.145 1.030  -0.159
C 0.976 0.759 -0.209  0.299
C 1.616 2.047 0.094  0.187
C -1.890 -0.890 -0.854  -0.437
C -1.931 -2.275 -0.342  -0.058
C -0.368 -0.720 -1.410  -0.079
N 0.790 3.088 0.109  -0.731
N 2.022 1.190 1.627  -0.666
O -1.051 -2.409 0.737  -0.765
O 0.094 0.598 -1.197  -0.450
H 1.041 -0.845 1.381  0.254
H 2.557 2.237 -0.362  0.226
H -2.566 -0.859 -1.661  0.221
H -2.244 -0.286 -0.055  0.219
H -2.970 -2.538 -0.160  0.187
H -1.682 -3.064 -1.171  0.154
H -0.551 -0.920 -2.441  0.210
H 0.313 -1.488 -1.043  0.205
H -0.156 2.958 0.170  0.402
H 1.036 4.074 0.013  0.423
H 1.806 1.516 2.635  0.443
H 3.106 0.771 1.708  0.415
H -1.189 -3.089 1.400  0.500

Calculated values
E_tot = -13498.2515 eV
structure (SMILES) = N[C@H]1[NH2+]C=C1OCCCO
total charge = +1
orbital gap = 9.9 eV
highest occupied orbital energy = -12.90 eV

=====

(3)
Here is a cluster of 2 separate species, C6H13N3 in total in a non-equilibrium geometry from the Open Molecules 2025 dataset. Energies are from ωB97M-V/def2-TZVPD.

Each line ends with the natural charge from an NBO analysis.
Atoms and positions in Å:
C 0.544 -1.517 -0.547  -0.452
C -1.359 1.835 -0.717  -0.407
C 1.477 -2.147 0.491  -0.594
N -0.997 0.521 -0.210  -0.291
C -0.090 0.522 1.608  0.261
C 0.400 -0.023 -0.352  0.205
N -2.122 -0.311 0.012  -0.636
C 1.376 0.792 -0.834  -0.497
N 0.094 1.526 2.268  -0.767
H -2.007 -0.714 0.943  0.362
H -2.136 -1.069 -0.666  0.343
H -0.184 2.487 2.139  0.393
H -0.411 -2.039 -0.517  0.203
H 0.945 -1.706 -1.546  0.223
H -2.390 2.064 -0.458  0.229
H -0.718 2.590 -0.258  0.182
H -1.218 1.877 -1.795  0.199
H 2.351 0.372 -1.021  0.207
H 1.330 1.866 -0.789  0.203
H 2.466 -1.692 0.450  0.205
H 1.064 -2.018 1.490  0.224
H 1.582 -3.217 0.308  0.205

Calculated values
E_tot = -10898.3543 eV
total charge = 0
orbital gap = 9.3 eV
highest occupied orbital energy = -8.32 eV

=====

(4)
Here is an isolated molecule of C6H13N3S in a non-equilibrium geometry from the Open Molecules 2025 dataset. Energies are from ωB97M-V/def2-TZVPD.

Each line ends with the natural charge from an NBO analysis.
Atoms and positions in Å:
C 2.633 -0.361 0.112  0.227
C 2.695 0.859 -0.775  -0.378
C -1.396 0.409 -1.109  -0.636
C -1.973 -1.662 0.032  -0.614
C -1.784 0.548 1.246  -0.597
C -1.141 -0.318 0.188  0.024
N 3.308 -0.540 1.103  -0.606
N 1.816 1.850 -0.444  -0.414
N 0.218 -0.482 0.375  -0.569
S 1.224 -1.366 -0.538  0.484
H 3.778 1.158 -0.570  0.239
H 2.384 0.536 -1.775  0.206
H -2.275 0.947 -1.186  0.213
H -0.704 1.181 -1.361  0.236
H -1.450 -0.130 -2.066  0.210
H -1.636 -2.234 -0.822  0.210
H -3.055 -1.278 0.015  0.220
H -1.805 -2.386 0.884  0.209
H -1.577 0.105 2.256  0.219
H -1.530 1.619 1.068  0.223
H -2.894 0.617 1.106  0.208
H 3.090 -1.290 1.779  0.377
H 2.075 2.217 0.481  0.306

Calculated values
E_tot = -21733.2171 eV
total charge = 0
orbital gap (spin up / spin down) = 8.3 / 7.6 eV
highest occupied orbital energy (spin up / spin down) = -8.57 / -8.04 eV

=====

(5)
Here is the ion C6H13N4 with charge +1 in a non-equilibrium geometry from the Open Molecules 2025 dataset. Energies are from ωB97M-V/def2-TZVPD.

Each line ends with the natural charge from an NBO analysis.
Atoms and positions in Å:
C 2.343 -1.076 -0.854  0.333
C -0.682 0.847 -0.815  0.196
C -0.281 -0.582 -0.681  0.357
C -2.006 -1.209 0.921  -0.602
C 0.093 2.033 -0.210  -0.276
C -1.418 -1.473 -0.495  -0.492
N 0.958 -1.124 -0.553  -0.510
N 3.288 -0.674 -0.081  -0.686
N -1.722 1.134 -1.493  -0.490
N 0.939 1.650 0.960  -0.848
H -2.476 -0.180 1.068  0.234
H -1.122 -1.142 1.590  0.191
H -2.577 -2.170 1.293  0.259
H 0.692 2.506 -1.027  0.227
H -0.591 2.756 -0.010  0.196
H -2.238 -1.456 -1.249  0.291
H -1.140 -2.508 -0.443  0.224
H 0.852 -2.098 -0.128  0.449
H 4.282 -0.660 -0.406  0.447
H -1.907 2.106 -1.373  0.350
H 3.150 -0.368 0.939  0.415
H 0.234 1.274 1.576  0.352
H 1.330 2.415 1.470  0.385

Calculated values
E_tot = -12382.5949 eV
total charge = +1
orbital gap (spin up / spin down) = 7.9 / 7.9 eV
highest occupied orbital energy (spin up / spin down) = -12.82 / -12.82 eV

=====

(6)
Here is the ion C6H13N4 with charge +1 in a non-equilibrium geometry from the Open Molecules 2025 dataset. Energies are from ωB97M-V/def2-TZVPD.

Each line ends with the natural charge from an NBO analysis.
Atoms and positions in Å:
C 1.430 -1.510 1.235  0.014
C -0.880 -0.261 -1.079  0.571
C 1.315 -1.174 -0.242  -0.478
C 0.328 0.006 -0.245  0.026
C 1.016 1.331 -0.524  -0.651
C -0.714 1.095 1.926  -0.423
N 0.628 -0.869 1.969  -0.182
N -0.200 -0.083 1.289  -0.267
N -1.118 0.443 -2.164  -0.712
N -1.691 -1.223 -0.701  -0.708
H 2.102 -2.245 1.629  0.227
H 2.282 -0.899 -0.667  0.249
H 0.938 -2.042 -0.787  0.237
H 1.807 1.479 0.211  0.261
H 0.329 2.172 -0.458  0.231
H 1.488 1.320 -1.505  0.228
H -0.972 0.811 2.946  0.250
H -0.004 1.926 1.975  0.191
H -1.620 1.419 1.411  0.202
H -0.489 1.183 -2.436  0.437
H -1.915 0.263 -2.756  0.426
H -1.526 -1.699 0.176  0.451
H -2.536 -1.443 -1.206  0.422

Calculated values
E_tot = -12386.5135 eV
structure (SMILES) = CN1N=CC[C@@]1(C)C(N)=[NH2+]
total charge = +1
orbital gap = 8.8 eV
highest occupied orbital energy = -12.13 eV

=====

Question: E_tot of number 5 (C6H13N4)?
Answer: -12382.5949 eV